Below is a 9-piece molecular cluster, C12H42N12O9 overall, with properties calculated with ωB97M-V/def2-TZVPD.

```
! RIJCOSX wB97M-V def2-TZVPD def2/J DEFGRID3
* xyz 0 1
N 16.13 6.43 16.43
C 15.58 7.25 15.44
N 16.10 7.14 14.22
O 14.82 8.19 15.77
H 17.08 6.14 16.24
H 15.88 6.87 17.38
H 16.40 6.25 13.89
H 15.53 7.64 13.54
N 16.49 10.34 11.52
C 16.33 10.60 10.23
N 15.12 10.13 9.76
O 17.03 11.41 9.64
H 15.87 9.83 12.08
H 17.25 10.83 11.96
H 14.70 9.40 10.33
H 15.16 9.89 8.76
N 9.31 7.84 6.58
C 8.17 7.50 7.28
N 7.11 7.25 6.41
O 7.99 7.51 8.49
H 10.04 8.33 7.05
H 9.31 7.91 5.60
H 7.23 7.14 5.38
H 6.37 6.69 6.79
N 12.08 6.10 8.57
C 12.91 7.06 9.18
N 13.29 6.78 10.47
O 13.35 8.09 8.57
H 12.02 6.26 7.59
H 12.25 5.12 8.80
H 13.65 7.51 11.10
H 12.77 6.06 10.90
N 9.30 9.07 10.48
C 8.38 10.04 10.78
N 7.21 9.96 10.12
O 8.58 10.92 11.63
H 9.09 8.21 10.02
H 10.22 9.19 10.83
H 6.35 10.44 10.38
H 7.02 9.03 9.77
N 12.94 9.69 14.06
C 13.30 9.52 12.76
N 12.63 10.28 11.78
O 14.17 8.67 12.31
H 12.23 10.36 14.40
H 13.43 9.19 14.86
H 11.83 10.79 12.12
H 13.19 10.60 11.00
C 10.64 7.39 13.32
C 11.44 7.01 14.54
O 11.13 7.79 15.70
H 10.03 6.54 12.98
H 11.23 7.78 12.52
H 9.97 8.19 13.57
H 12.47 6.98 14.18
H 11.22 6.00 14.81
H 10.70 7.31 16.37
C 11.48 11.87 8.42
C 10.95 10.91 7.36
O 11.50 9.58 7.47
H 12.57 12.00 8.27
H 11.23 11.44 9.41
H 11.04 12.83 8.17
H 11.30 11.34 6.45
H 9.87 10.76 7.47
H 12.41 9.49 7.34
C 12.30 13.42 12.76
C 10.86 13.00 12.77
O 10.74 11.59 12.89
H 12.28 14.48 12.75
H 12.69 13.04 11.82
H 12.90 13.10 13.59
H 10.33 13.27 11.83
H 10.33 13.46 13.60
H 9.87 11.41 12.51
*
```

Properties
E_LUMO (eV): 0.476
Molecular weight (u): 498.54
Frontier orbital gap (eV): 9.61
Relative energy (zero: lowest compared OMol25 entry of this formula, charge and spin) (kJ/mol): 91.31
SMILES string: NC(N)=O.NC(N)=O.NC(N)=O.NC(N)=O.NC(N)=O.NC(N)=O.CCO.CCO.CCO
Strongest force on any atom (eV/A): 3.566

Löwdin charges, unit e, in atom order: 0.1128 -0.6435 0.1766 -0.0185 0.0842 0.1415 0.1022 0.0689 0.1770 -0.6916 0.1396 0.0189 0.0439 0.1080 0.0384 0.1014 0.1836 -0.6059 0.1229 -0.0032 0.0483 0.0815 0.1159 0.0914 0.1360 -0.5540 0.1659 -0.0312 0.0799 0.0972 0.0449 0.0742 0.2001 -0.6175 0.1668 0.0069 0.0573 0.0654 0.1205 0.0751 0.1971 -0.5294 0.1775 -0.1322 0.1201 0.0971 0.0021 0.0688 -0.0841 -0.3029 -0.0591 0.0781 0.0278 0.0746 0.0866 0.0967 0.0546 -0.0774 -0.2849 -0.1176 0.0830 0.0636 0.0772 0.0963 0.1137 0.0299 -0.0737 -0.2870 -0.1431 0.0637 0.0719 0.0741 0.1255 0.1098 0.0203

Below is C41H42FN7O4Pt as an isolated structure, with properties calculated with ωB97M-V/def2-TZVPD.

```
! RIJCOSX wB97M-V def2-TZVPD def2/J DEFGRID3
* xyz 2 1
Pt 0.39 -0.30 0.15
O 0.40 -1.10 2.24
C 1.42 -0.97 3.03
C 1.19 -0.97 4.43
C 2.22 -0.85 5.33
C 3.55 -0.72 4.90
C 3.80 -0.73 3.55
C 2.77 -0.87 2.61
C 3.10 -0.91 1.20
N 2.31 -0.69 0.15
C 3.07 -0.82 -1.00
C 4.33 -1.13 -0.65
N 4.34 -1.19 0.72
H 0.17 -1.08 4.77
H 2.00 -0.85 6.39
H 4.35 -0.61 5.61
H 4.83 -0.60 3.21
H 2.64 -0.64 -1.97
H 5.22 -1.28 -1.24
H 5.12 -1.43 1.31
F 3.22 -6.22 -1.53
C 2.44 -5.52 -2.38
C 1.76 -4.44 -1.89
C 0.91 -3.71 -2.73
C 0.16 -2.59 -2.19
O 0.13 -2.34 -0.97
C -0.60 -1.84 -3.17
C -0.70 -2.27 -4.45
N -0.05 -3.37 -4.92
C -0.33 -3.85 -6.25
C -0.59 -2.89 -7.36
C 0.69 -3.68 -7.34
C 0.78 -4.09 -4.08
C 1.50 -5.19 -4.55
C 2.33 -5.93 -3.72
N 3.02 -7.05 -4.26
C 2.22 -8.08 -4.90
C 2.97 -8.57 -6.15
N 4.44 -8.33 -5.92
C 4.82 -8.66 -4.51
C 4.17 -7.62 -3.57
C -1.27 -0.61 -2.64
O -2.34 -0.96 -1.88
O -0.87 0.51 -2.77
H 1.84 -4.16 -0.85
H -1.33 -1.77 -5.16
H -0.91 -4.77 -6.25
H -0.50 -1.83 -7.17
H -1.36 -3.15 -8.07
H 1.59 -3.13 -7.09
H 0.82 -4.48 -8.05
H 1.43 -5.47 -5.59
H 1.25 -7.69 -5.20
H 2.03 -8.92 -4.21
H 2.70 -8.03 -7.05
H 2.85 -9.64 -6.32
H 4.63 -7.33 -6.07
H 5.00 -8.86 -6.59
H 5.90 -8.66 -4.42
H 4.45 -9.67 -4.33
H 4.88 -6.83 -3.34
H 3.92 -8.13 -2.64
C -0.59 3.46 4.30
C 0.12 2.18 3.86
C 1.40 2.45 3.11
C 2.52 2.84 3.84
C 3.74 3.05 3.23
C 3.87 2.88 1.85
C 2.78 2.49 1.08
C 2.91 2.42 -0.42
C 2.68 3.79 -1.06
C 1.56 2.28 1.73
N 0.49 1.79 0.93
C -0.66 2.37 0.91
C -1.72 1.63 0.20
C -2.98 2.12 -0.36
C -3.51 1.08 -1.02
C -2.66 -0.14 -0.78
N -1.51 0.37 -0.04
H -1.49 3.23 4.87
H -0.89 4.08 3.44
H 0.06 4.08 4.92
H -0.56 1.55 3.27
H 0.37 1.60 4.74
H 2.43 2.94 4.91
H 4.60 3.35 3.82
H 4.82 3.07 1.37
H 2.19 1.71 -0.83
H 3.91 2.05 -0.67
H 1.68 4.15 -0.85
H 2.81 3.75 -2.14
H 3.39 4.53 -0.66
H -0.85 3.34 1.37
H -3.36 3.12 -0.27
H -4.44 1.05 -1.58
H -3.20 -0.81 -0.09
*
```

Properties
E_LUMO (alpha / beta) (eV): -5.124 / -5.125
Molecular weight (u): 910.91
Frontier orbital gap (alpha / beta) (eV): 5.47 / 5.47
Relative energy (zero: lowest compared OMol25 entry of this formula, charge and spin) (kJ/mol): 84.31
Strongest force on any atom (eV/A): 0.967

Löwdin charges, unit e, in atom order: 1.2616 -0.1780 -0.3903 -0.0307 -0.0733 -0.0934 -0.0539 -0.1024 -0.2337 -0.1034 -0.1324 -0.0638 0.1351 0.1192 0.1098 0.1015 0.1049 0.1152 0.1168 0.1563 0.0781 -0.1796 0.1008 -0.0465 -0.2895 -0.0303 -0.0206 0.0632 0.0142 -0.2613 -0.0736 -0.0859 -0.1020 0.0677 -0.1287 -0.0964 -0.1203 -0.0666 0.0563 -0.0702 -0.1285 -0.4346 0.0760 0.1646 0.1492 0.1537 0.1593 0.1100 0.1168 0.1170 0.1063 0.1123 0.1299 0.1415 0.1363 0.1407 0.1852 0.1897 0.1423 0.1405 0.1392 0.1345 -0.0728 -0.2018 -0.1552 -0.0194 -0.0445 -0.0248 -0.1814 -0.2159 -0.0714 -0.1677 0.0367 -0.0154 -0.2108 0.0381 0.0518 -0.2647 -0.0306 0.0804 0.0627 0.0804 0.1017 0.1064 0.1267 0.1137 0.1213 0.0686 0.1121 0.0743 0.0759 0.0807 0.1419 0.1251 0.1306 0.1916

Below is a 2-piece molecular cluster, C6H12O2 overall, with properties calculated with ωB97M-V/def2-TZVPD.

```
! RIJCOSX wB97M-V def2-TZVPD def2/J DEFGRID3
* xyz 0 1
C 1.86 -0.75 2.40
C 0.44 -0.35 2.18
C 0.09 0.81 1.64
O -1.22 1.12 1.38
H 2.09 -1.69 1.89
H 2.53 0.02 2.00
H 2.12 -0.88 3.45
H -0.36 -1.06 2.37
H 0.83 1.58 1.43
H -1.27 1.64 0.57
C -1.24 0.62 -2.61
C -0.38 -0.16 -1.98
C -0.69 -1.51 -1.42
O 0.89 0.31 -1.71
H -2.25 0.30 -2.83
H -0.94 1.59 -2.97
H -1.65 -1.83 -1.79
H 0.08 -2.22 -1.75
H -0.70 -1.48 -0.33
H 1.17 -0.15 -0.90
*
```

Properties
E_LUMO (eV): 0.850
Molecular weight (u): 116.16
Frontier orbital gap (eV): 9.70
Relative energy (zero: lowest compared OMol25 entry of this formula, charge and spin) (kJ/mol): 206.09
SMILES string: C/C=C/O.C=C(C)O
Strongest force on any atom (eV/A): 0.579

Löwdin charges, unit e, in atom order: -0.1098 -0.1644 -0.2434 -0.0092 0.0672 0.0709 0.0686 0.1082 0.1248 0.0959 0.0412 -0.4780 -0.0323 0.0125 0.0581 0.0617 0.0829 0.0894 0.0705 0.0851

Which of these has the highest molecular weight? C41H42FN7O4Pt

What did the first record say?
Below is a 9-piece molecular cluster, C12H42N12O9 overall, with properties calculated with ωB97M-V/def2-TZVPD.

```
! RIJCOSX wB97M-V def2-TZVPD def2/J DEFGRID3
* xyz 0 1
N 16.13 6.43 16.43
C 15.58 7.25 15.44
N 16.10 7.14 14.22
O 14.82 8.19 15.77
H 17.08 6.14 16.24
H 15.88 6.87 17.38
H 16.40 6.25 13.89
H 15.53 7.64 13.54
N 16.49 10.34 11.52
C 16.33 10.60 10.23
N 15.12 10.13 9.76
O 17.03 11.41 9.64
H 15.87 9.83 12.08
H 17.25 10.83 11.96
H 14.70 9.40 10.33
H 15.16 9.89 8.76
N 9.31 7.84 6.58
C 8.17 7.50 7.28
N 7.11 7.25 6.41
O 7.99 7.51 8.49
H 10.04 8.33 7.05
H 9.31 7.91 5.60
H 7.23 7.14 5.38
H 6.37 6.69 6.79
N 12.08 6.10 8.57
C 12.91 7.06 9.18
N 13.29 6.78 10.47
O 13.35 8.09 8.57
H 12.02 6.26 7.59
H 12.25 5.12 8.80
H 13.65 7.51 11.10
H 12.77 6.06 10.90
N 9.30 9.07 10.48
C 8.38 10.04 10.78
N 7.21 9.96 10.12
O 8.58 10.92 11.63
H 9.09 8.21 10.02
H 10.22 9.19 10.83
H 6.35 10.44 10.38
H 7.02 9.03 9.77
N 12.94 9.69 14.06
C 13.30 9.52 12.76
N 12.63 10.28 11.78
O 14.17 8.67 12.31
H 12.23 10.36 14.40
H 13.43 9.19 14.86
H 11.83 10.79 12.12
H 13.19 10.60 11.00
C 10.64 7.39 13.32
C 11.44 7.01 14.54
O 11.13 7.79 15.70
H 10.03 6.54 12.98
H 11.23 7.78 12.52
H 9.97 8.19 13.57
H 12.47 6.98 14.18
H 11.22 6.00 14.81
H 10.70 7.31 16.37
C 11.48 11.87 8.42
C 10.95 10.91 7.36
O 11.50 9.58 7.47
H 12.57 12.00 8.27
H 11.23 11.44 9.41
H 11.04 12.83 8.17
H 11.30 11.34 6.45
H 9.87 10.76 7.47
H 12.41 9.49 7.34
C 12.30 13.42 12.76
C 10.86 13.00 12.77
O 10.74 11.59 12.89
H 12.28 14.48 12.75
H 12.69 13.04 11.82
H 12.90 13.10 13.59
H 10.33 13.27 11.83
H 10.33 13.46 13.60
H 9.87 11.41 12.51
*
```

Properties
E_LUMO (eV): 0.476
Molecular weight (u): 498.54
Frontier orbital gap (eV): 9.61
Relative energy (zero: lowest compared OMol25 entry of this formula, charge and spin) (kJ/mol): 91.31
SMILES string: NC(N)=O.NC(N)=O.NC(N)=O.NC(N)=O.NC(N)=O.NC(N)=O.CCO.CCO.CCO
Strongest force on any atom (eV/A): 3.566

Löwdin charges, unit e, in atom order: 0.1128 -0.6435 0.1766 -0.0185 0.0842 0.1415 0.1022 0.0689 0.1770 -0.6916 0.1396 0.0189 0.0439 0.1080 0.0384 0.1014 0.1836 -0.6059 0.1229 -0.0032 0.0483 0.0815 0.1159 0.0914 0.1360 -0.5540 0.1659 -0.0312 0.0799 0.0972 0.0449 0.0742 0.2001 -0.6175 0.1668 0.0069 0.0573 0.0654 0.1205 0.0751 0.1971 -0.5294 0.1775 -0.1322 0.1201 0.0971 0.0021 0.0688 -0.0841 -0.3029 -0.0591 0.0781 0.0278 0.0746 0.0866 0.0967 0.0546 -0.0774 -0.2849 -0.1176 0.0830 0.0636 0.0772 0.0963 0.1137 0.0299 -0.0737 -0.2870 -0.1431 0.0637 0.0719 0.0741 0.1255 0.1098 0.0203